Entry 1:
{"formula": "C44H45BrFeN5P2S", "method": "ωB97M-V/def2-TZVPD", "elements": ["Fe", "N", "P", "C", "C", "C", "C", "C", "C", "C", "C", "C", "C", "C", "C", "P", "C", "C", "C", "C", "C", "C", "C", "C", "C", "C", "C", "C", "H", "H", "H", "H", "H", "H", "H", "H", "H", "H", "H", "H", "H", "H", "H", "H", "H", "H", "H", "H", "H", "N", "C", "C", "C", "C", "N", "H", "H", "H", "H", "H", "H", "H", "H", "H", "H", "H", "H", "Br", "C", "C", "C", "C", "C", "C", "H", "H", "H", "H", "S", "C", "C", "C", "N", "C", "C", "C", "C", "C", "N", "C", "C", "H", "H", "H", "H", "H", "H", "H", "H"], "xyz": [[-0.00593, -0.03537, -0.58576], [2.21106, 0.35074, 1.52695], [0.60494, 0.86746, 1.82719], [0.81269, 2.55929, 2.45830], [1.86312, 2.84299, 3.33111], [2.01748, 4.12228, 3.83572], [1.12448, 5.12873, 3.47598], [0.06665, 4.84916, 2.62718], [-0.08903, 3.56360, 2.11921], [0.18317, -0.03732, 3.35193], [-0.83646, 0.48586, 4.15174], [-1.20653, -0.15694, 5.32137], [-0.56472, -1.32927, 5.70414], [0.44167, -1.85960, 4.91245], [0.80989, -1.22273, 3.73267], [2.58471, -0.08803, -0.07970], [4.27857, -0.72201, -0.04591], [4.94097, -0.88584, -1.26544], [6.24967, -1.33958, -1.29391], [6.91179, -1.61676, -0.10450], [6.26223, -1.44376, 1.10736], [4.94623, -1.00175, 1.14126], [2.97161, 1.66454, -0.73706], [2.89937, 1.86076, -2.11279], [3.26770, 3.08099, -2.66474], [3.68544, 4.11099, -1.83311], [3.75008, 3.91632, -0.45761], [3.39733, 2.69212, 0.09918], [2.68689, -0.14531, 2.26897], [2.55325, 2.06172, 3.62972], [2.83009, 4.33525, 4.51796], [1.24900, 6.12869, 3.87000], [-0.64078, 5.62514, 2.36515], [-0.93578, 3.34959, 1.47470], [-1.32280, 1.41512, 3.87389], [-1.98609, 0.26169, 5.94423], [-0.84923, -1.82852, 6.62113], [0.94505, -2.76994, 5.21075], [1.58354, -1.67070, 3.11870], [4.44248, -0.63814, -2.19578], [6.75358, -1.46778, -2.24281], [7.93764, -1.95968, -0.12338], [6.77883, -1.65412, 2.03452], [4.47156, -0.87736, 2.10626], [2.58101, 1.04790, -2.76237], [3.22753, 3.22790, -3.73689], [3.97006, 5.06557, -2.25638], [4.08923, 4.71669, 0.18795], [3.46281, 2.54104, 1.16796], [-0.09677, -0.76452, -2.67182], [-0.57284, -0.32881, -4.00641], [-0.45521, 1.16590, -4.21121], [-1.34509, 2.02402, -3.28841], [-0.57612, 2.85745, -2.27136], [-0.35615, 2.12648, -0.98894], [0.70240, -0.19288, -2.39063], [0.23051, -1.72501, -2.70086], [-1.61761, -0.62961, -4.11129], [-0.00463, -0.84688, -4.77902], [-0.71500, 1.36633, -5.25031], [0.59708, 1.45416, -4.10058], [-2.05600, 1.38447, -2.75231], [-1.93861, 2.70210, -3.89938], [-1.11704, 3.78041, -2.06157], [0.40090, 3.13552, -2.66558], [-1.23754, 2.14475, -0.48032], [0.31176, 2.65568, -0.43161], [-1.12880, -5.34528, -1.62460], [-0.00418, -3.97687, -0.99933], [-0.42357, -3.17011, 0.03621], [0.36161, -2.08946, 0.45173], [1.61797, -1.84001, -0.14897], [2.03975, -2.72282, -1.15373], [1.25222, -3.78354, -1.56894], [-1.35267, -3.38814, 0.54878], [0.07346, -1.62529, 1.38811], [3.01709, -2.59212, -1.60396], [1.60996, -4.46031, -2.33473], [-6.51481, -1.29312, 0.56100], [-4.84247, -1.00698, 0.17690], [-4.14932, -1.57991, -0.89163], [-2.83292, -1.23608, -1.09928], [-2.15361, -0.37901, -0.32117], [-2.82138, 0.15312, 0.71977], [-4.13599, -0.12148, 1.00199], [-6.94553, -2.58898, -0.57720], [-7.31294, -2.29812, -1.88071], [-7.67585, -3.35805, -2.70199], [-7.69551, -4.62674, -2.29516], [-7.35989, -4.88453, -1.03255], [-6.97508, -3.89953, -0.12912], [-4.62666, -2.28714, -1.55495], [-2.28567, -1.66350, -1.92944], [-2.26189, 0.82470, 1.36242], [-4.61601, 0.33832, 1.85644], [-7.33091, -1.27975, -2.24698], [-7.97112, -3.17928, -3.72939], [-7.40083, -5.92330, -0.72642], [-6.71461, -4.14784, 0.89105]], "atomic_forces_ev_per_a": [[-2.2, 0.8, 0.2], [-0.2, -0.4, -0.1], [0.8, 0.0, 0.3], [-0.2, 0.0, -0.1], [0.0, 0.1, 0.1], [0.0, 0.0, 0.0], [0.0, 0.0, 0.0], [0.0, 0.0, 0.0], [0.0, 0.0, 0.0], [-0.2, 0.0, -0.1], [0.0, 0.0, 0.0], [0.0, 0.0, 0.0], [0.0, 0.0, 0.0], [0.0, 0.0, 0.0], [0.0, 0.0, 0.0], [0.6, 0.3, 1.0], [0.0, 0.0, -0.3], [0.0, 0.1, 0.1], [0.0, 0.0, 0.0], [0.0, 0.0, 0.0], [0.0, 0.0, 0.0], [0.0, -0.1, 0.0], [-0.1, -0.3, -0.2], [0.0, 0.0, 0.1], [0.0, 0.0, 0.0], [0.0, 0.0, 0.0], [0.0, 0.0, 0.0], [0.0, 0.1, -0.1], [0.1, 0.1, 0.0], [0.0, 0.0, 0.0], [0.0, 0.0, 0.0], [0.0, 0.0, 0.0], [0.0, 0.0, 0.0], [0.0, 0.0, 0.0], [0.0, 0.0, 0.0], [0.0, 0.0, 0.0], [0.0, 0.0, 0.0], [0.0, 0.0, 0.0], [0.0, 0.0, 0.0], [0.0, 0.0, 0.0], [0.0, 0.0, 0.0], [0.0, 0.0, 0.0], [0.0, 0.0, 0.0], [0.0, 0.0, 0.0], [0.0, 0.0, 0.0], [0.0, 0.0, 0.0], [0.0, 0.0, 0.0], [0.0, 0.0, 0.0], [0.0, 0.0, 0.0], [0.1, 0.3, 0.3], [-0.2, -0.1, 0.1], [0.0, 0.0, 0.1], [0.1, -0.1, 0.0], [0.0, 0.0, 0.0], [0.1, -0.2, -0.3], [0.8, -0.2, -1.3], [0.1, 0.0, 0.0], [0.0, 0.0, 0.0], [0.0, 0.0, 0.0], [0.0, 0.0, 0.0], [0.0, 0.0, 0.0], [-0.1, 0.0, -0.1], [0.0, 0.0, 0.0], [0.0, 0.0, 0.1], [0.0, 0.0, 0.0], [0.0, 0.1, 0.1], [0.0, 0.0, 0.0], [0.0, -0.1, 0.0], [0.0, -0.1, -0.1], [0.0, 0.2, 0.1], [0.7, -0.6, 0.3], [-0.2, -0.2, -0.2], [0.0, 0.0, 0.0], [0.1, 0.0, 0.0], [0.0, 0.0, 0.0], [-0.1, 0.2, -0.1], [0.0, 0.0, -0.1], [0.0, 0.0, 0.0], [0.0, 0.0, 0.0], [0.0, 0.0, 0.0], [0.0, 0.0, 0.0], [0.0, 0.0, 0.0], [0.1, 0.0, 0.2], [0.0, 0.0, 0.0], [-0.1, 0.0, 0.0], [-0.1, 0.0, 0.1], [-0.1, 0.0, -0.1], [0.0, -0.1, 0.1], [0.0, 0.1, 0.1], [0.0, 0.1, -0.1], [0.0, -0.1, -0.1], [0.0, 0.0, 0.0], [0.0, 0.0, 0.0], [0.0, 0.0, 0.0], [0.0, 0.0, 0.0], [0.0, 0.0, 0.0], [0.0, 0.0, 0.0], [0.0, 0.0, 0.0], [0.0, 0.0, 0.0]], "lowdin_charge": [0.609, -0.327, 0.980, -0.377, -0.095, -0.048, -0.049, -0.058, -0.111, -0.353, -0.090, -0.053, -0.051, -0.053, -0.103, 0.930, -0.316, -0.098, -0.050, -0.048, -0.052, -0.065, -0.309, -0.140, -0.073, -0.054, -0.046, -0.077, 0.045, 0.112, 0.117, 0.118, 0.115, 0.089, 0.106, 0.117, 0.118, 0.117, 0.097, 0.105, 0.117, 0.118, 0.117, 0.097, 0.088, 0.116, 0.117, 0.116, 0.090, 0.002, -0.216, -0.173, -0.166, -0.204, -0.018, 0.023, 0.078, 0.118, 0.124, 0.123, 0.101, 0.105, 0.119, 0.123, 0.102, 0.062, 0.058, 0.820, -0.699, -0.116, -0.201, -0.276, -0.088, -0.100, 0.120, 0.063, 0.104, 0.120, 1.080, -0.490, -0.028, -0.123, -0.022, -0.130, -0.067, -0.542, -0.084, -0.120, 0.082, -0.117, -0.070, 0.114, 0.102, 0.082, 0.118, 0.115, 0.115, 0.116, 0.110], "orbital_gap_ha": [0.255, 0.257], "multiplicity": 6, "s_squared": 8.766, "charge": 2}

***

Entry 2:
{"formula": "C44H47BClF4NP2Pb", "method": "ωB97M-V/def2-TZVPD", "elements": ["Pb", "C", "C", "C", "C", "C", "C", "P", "C", "C", "C", "C", "C", "C", "C", "C", "C", "C", "C", "C", "C", "C", "C", "C", "H", "H", "H", "H", "H", "H", "H", "H", "H", "H", "H", "H", "H", "H", "H", "H", "C", "C", "C", "P", "C", "C", "C", "C", "C", "C", "C", "C", "C", "C", "N", "C", "C", "C", "C", "C", "C", "C", "C", "C", "H", "H", "H", "H", "H", "H", "H", "H", "H", "H", "H", "H", "H", "H", "H", "H", "H", "H", "H", "H", "H", "H", "H", "H", "H", "H", "H", "H", "H", "H", "H", "F", "B", "F", "F", "F", "Cl"], "xyz": [[-0.96368, -2.51903, -0.81723], [1.40551, -1.66430, -6.51299], [0.14555, -1.56918, -5.93441], [0.01876, -1.09982, -4.64070], [1.14507, -0.71332, -3.91633], [2.40013, -0.80747, -4.49779], [2.52677, -1.28489, -5.79641], [0.85419, -0.11731, -2.22730], [2.49402, 0.38857, -1.61069], [3.38291, -0.61759, -1.22831], [4.63035, -0.29184, -0.71697], [4.99868, 1.03656, -0.56100], [4.12423, 2.04287, -0.94595], [2.88624, 1.72062, -1.48155], [0.01654, 1.47097, -2.59212], [0.38000, 2.21468, -3.66020], [-0.41505, 3.32234, -4.18992], [-1.48983, 3.76227, -3.52681], [-1.77481, 3.17359, -2.20148], [-2.67616, 4.21262, -0.45507], [-3.15652, 3.63332, 0.84317], [-3.54332, 2.37527, 0.67392], [-1.90368, 1.27118, -0.91606], [-1.24404, 1.81142, -1.96000], [1.50970, -2.05274, -7.51714], [-0.73250, -1.88243, -6.48290], [-0.96837, -1.03428, -4.19255], [3.28628, -0.54491, -3.93616], [3.50983, -1.37898, -6.23710], [3.11166, -1.65525, -1.35802], [5.31273, -1.08579, -0.44397], [5.96804, 1.28661, -0.15046], [4.40551, 3.08202, -0.83299], [2.21098, 2.51526, -1.77157], [1.25399, 1.92042, -4.23302], [-0.14429, 3.73277, -5.15325], [-2.12537, 4.53611, -3.93895], [-2.96560, 5.25439, -0.60042], [-3.16211, 4.16650, 1.78388], [-3.91307, 1.72031, 1.45080], [-1.70343, -3.89605, 4.21744], [-1.58709, -3.82199, 2.69752], [-2.94892, -3.49855, 2.07833], [-0.36474, -2.62636, 2.01909], [1.33815, -3.27728, 2.22227], [1.67732, -4.03467, 3.50181], [2.33157, -2.15437, 1.94732], [-0.58456, -1.13515, 3.03408], [-0.23235, -1.10073, 4.38639], [-0.45738, 0.00413, 5.19265], [-0.08213, -0.00990, 6.64825], [-1.08937, 1.10449, 4.61624], [-1.44658, 1.10349, 3.28296], [-1.15865, 0.00428, 2.47401], [-1.56209, 0.02674, 1.11553], [-1.17613, 0.96534, 0.33685], [-0.16520, 2.05878, 0.61913], [1.05764, 1.73360, 1.44329], [-0.23655, 3.27798, 0.04034], [-1.17827, 4.01077, -0.91911], [-0.52487, 5.32638, -1.30242], [-3.15335, 3.22711, -1.52500], [-3.30959, 1.89176, -0.74578], [-4.40539, 0.94765, -1.25424], [-2.39464, -4.70105, 4.47467], [-2.10909, -2.97246, 4.63389], [-0.75785, -4.10417, 4.71496], [-1.24646, -4.78292, 2.30210], [-3.21733, -2.44695, 2.21249], [-3.72747, -4.09766, 2.55413], [-2.97531, -3.74060, 1.01504], [1.38780, -3.99351, 1.39246], [1.67425, -3.38709, 4.37965], [2.68348, -4.44859, 3.41251], [1.00230, -4.87062, 3.67885], [2.34468, -1.42594, 2.76138], [2.10745, -1.61959, 1.02366], [3.33664, -2.56529, 1.84168], [0.21575, -1.97691, 4.83686], [0.64802, -0.79079, 6.85750], [-0.95421, -0.19567, 7.27817], [0.34776, 0.94311, 6.95650], [-1.29873, 1.97922, 5.22059], [-1.91531, 1.96918, 2.83873], [1.60911, 0.91401, 0.98482], [0.84055, 1.44405, 2.46724], [1.72157, 2.59709, 1.46899], [0.58945, 3.92442, 0.33058], [-0.34349, 5.91817, -0.40169], [-1.15844, 5.91147, -1.96830], [0.43042, 5.16751, -1.80631], [-4.01379, 3.49941, -2.13449], [-4.70669, 1.20847, -2.27012], [-5.29497, 0.99411, -0.62468], [-4.06165, -0.08705, -1.27621], [2.20195, -5.14965, -1.81275], [2.05591, -3.99372, -2.52791], [1.12699, -3.08312, -1.76714], [1.48414, -4.17888, -3.76223], [3.26070, -3.29715, -2.60221], [-0.73085, -5.01985, -0.32434]], "atomic_forces_ev_per_a": [[0.2, -0.3, 0.2], [0.0, 0.0, 0.0], [0.0, 0.0, 0.0], [0.0, -0.1, 0.0], [0.1, 0.0, 0.0], [0.0, -0.1, 0.0], [0.0, 0.0, 0.0], [-0.1, 0.1, 0.5], [0.1, 0.2, -0.1], [-0.1, 0.1, 0.1], [0.0, 0.0, 0.0], [0.0, 0.0, 0.0], [0.0, 0.0, 0.0], [-0.1, 0.0, 0.1], [-0.3, 0.0, -0.1], [0.0, 0.2, -0.3], [0.1, -0.2, 0.2], [0.0, -0.1, 0.0], [0.0, 0.2, 0.1], [-0.1, 0.1, 0.1], [0.0, -0.1, 0.0], [0.1, 0.0, 0.0], [0.1, 0.0, 0.1], [0.3, -0.1, -0.1], [0.0, 0.0, 0.0], [0.0, 0.0, 0.0], [0.0, 0.0, 0.0], [0.0, 0.0, 0.0], [0.0, 0.0, 0.0], [0.0, 0.0, 0.0], [0.0, 0.0, 0.0], [0.0, 0.0, 0.0], [0.0, 0.0, 0.0], [0.0, 0.0, 0.0], [0.0, 0.0, 0.0], [0.0, 0.0, 0.0], [0.0, 0.0, 0.0], [0.0, 0.0, 0.0], [0.0, 0.0, 0.0], [0.0, 0.0, 0.0], [0.0, 0.0, 0.1], [0.0, -0.1, 0.0], [-0.1, 0.0, 0.0], [0.0, 0.2, -0.5], [0.0, -0.1, 0.0], [0.0, 0.0, 0.0], [0.1, 0.1, 0.0], [0.1, 0.0, 0.1], [0.1, -0.1, 0.0], [0.0, 0.0, 0.0], [0.0, 0.0, 0.0], [0.0, 0.0, 0.0], [0.1, 0.0, 0.1], [-0.3, 0.0, -0.3], [0.2, 0.0, 0.1], [-0.1, 0.0, 0.0], [-0.1, -0.1, -0.2], [0.1, 0.1, 0.0], [-0.1, 0.0, 0.0], [0.0, 0.0, 0.0], [0.0, 0.1, 0.0], [-0.1, 0.0, -0.1], [0.0, 0.1, 0.0], [-0.1, -0.1, 0.0], [0.0, 0.0, 0.0], [0.0, 0.0, 0.0], [0.0, 0.0, 0.0], [0.0, 0.0, 0.0], [0.0, 0.0, 0.0], [0.0, 0.0, 0.0], [0.0, 0.0, 0.0], [0.0, 0.0, 0.0], [0.0, 0.0, 0.0], [0.0, 0.0, 0.0], [0.0, 0.0, 0.0], [0.0, 0.0, 0.0], [0.0, 0.0, -0.1], [0.0, 0.0, 0.0], [0.0, 0.0, 0.0], [0.0, 0.0, 0.0], [0.0, 0.0, 0.0], [0.0, 0.0, 0.0], [0.0, 0.0, 0.0], [0.0, 0.0, 0.0], [0.1, -0.1, -0.1], [0.0, 0.0, 0.0], [0.0, 0.0, 0.0], [0.0, 0.0, 0.0], [0.0, 0.0, 0.0], [0.0, 0.0, 0.0], [0.0, 0.0, 0.0], [0.0, 0.0, 0.0], [0.1, 0.0, 0.0], [0.0, 0.0, 0.0], [0.0, 0.0, 0.1], [-0.1, -0.1, 0.2], [0.2, -0.2, -0.2], [0.0, 0.3, 0.2], [-0.1, 0.1, -0.1], [0.0, 0.1, -0.1], [-0.3, 0.0, 0.0]], "lowdin_charge": [0.973, -0.077, -0.074, -0.104, -0.382, -0.073, -0.064, 1.067, -0.367, -0.109, -0.065, -0.082, -0.084, -0.098, -0.286, -0.043, -0.043, -0.006, -0.236, -0.148, -0.019, -0.030, -0.074, -0.130, 0.103, 0.104, 0.102, 0.107, 0.107, 0.083, 0.111, 0.101, 0.102, 0.089, 0.116, 0.107, 0.122, 0.145, 0.110, 0.118, -0.108, -0.563, -0.142, 0.955, -0.543, -0.099, -0.109, -0.278, -0.052, -0.263, -0.045, -0.023, -0.028, -0.293, 0.130, -0.226, -0.161, -0.017, 0.055, -0.270, -0.039, -0.094, -0.343, 0.000, 0.084, 0.077, 0.056, 0.065, 0.076, 0.083, 0.018, 0.084, 0.065, 0.085, 0.070, 0.079, 0.048, 0.090, 0.092, 0.077, 0.085, 0.080, 0.119, 0.103, 0.073, 0.068, 0.086, 0.114, 0.093, 0.085, 0.090, 0.158, 0.084, 0.081, 0.075, 0.140, -1.283, -0.211, 0.156, 0.117, -0.079], "orbital_gap_ha": 0.263, "charge": 0, "relative_energy_kcal_mol": 56.67}